Molecular formula: C30H42N3O3
Method: DFT, ωB97M-V/def2-TZVPD

XYZ file:
```
78
C30H42N3O3 (ωB97M-V/def2-TZVPD)
C 6.89 0.92 0.87
O 6.05 -0.21 0.84
C 4.74 0.01 1.28
C 3.89 -1.09 1.34
C 2.60 -0.97 1.80
C 2.09 0.27 2.18
C 0.74 0.35 2.73
C -0.16 1.34 2.53
C -1.52 1.20 3.13
N -2.55 0.50 2.22
C -1.89 -0.31 1.09
C -2.96 -1.01 0.23
C -4.37 -0.67 0.76
C -4.47 -1.15 2.23
C -3.39 -0.45 3.08
C -4.56 0.86 0.73
C -3.47 1.55 1.57
C 0.08 2.42 1.55
C 0.14 3.84 2.02
O 0.23 2.17 0.37
C 2.93 1.38 2.09
C 4.23 1.25 1.66
H 7.88 0.62 0.52
H 6.50 1.69 0.20
H 6.96 1.29 1.89
H 4.27 -2.05 1.03
H 1.96 -1.84 1.84
H 0.43 -0.46 3.36
H -1.44 0.65 4.07
H -1.90 2.19 3.41
H -1.28 0.37 0.49
H -1.20 -1.03 1.54
H -2.87 -0.70 -0.82
H -2.81 -2.10 0.23
H -5.14 -1.17 0.15
H -5.47 -0.94 2.63
H -4.35 -2.24 2.27
H -2.71 -1.18 3.54
H -3.83 0.12 3.90
H -4.54 1.22 -0.31
H -5.56 1.12 1.10
H -3.91 2.16 2.36
H -2.85 2.21 0.96
H 0.04 3.89 3.10
H 1.08 4.30 1.73
H -0.67 4.42 1.57
H 2.56 2.34 2.40
H 4.86 2.12 1.60
C -0.35 0.66 8.53
C -1.35 0.33 7.44
N -1.43 -1.10 7.17
C -2.36 -1.89 8.00
C -3.60 -2.31 7.25
C -0.39 -1.71 6.43
C -0.46 -3.09 6.12
N 0.57 -3.83 5.57
C 1.83 -3.30 5.41
C 2.86 -4.05 4.92
C 2.64 -5.37 4.57
C 1.38 -5.91 4.72
C 0.36 -5.14 5.21
O 0.56 -1.01 6.07
H -0.29 1.73 8.72
H -0.63 0.18 9.47
H 0.64 0.31 8.26
H -2.35 0.70 7.71
H -1.08 0.83 6.51
H -1.81 -2.76 8.39
H -2.62 -1.29 8.88
H -4.26 -2.92 7.87
H -4.17 -1.44 6.92
H -3.36 -2.89 6.36
H -1.37 -3.62 6.32
H 1.99 -2.28 5.71
H 3.85 -3.62 4.83
H 3.45 -5.97 4.18
H 1.20 -6.94 4.46
H -0.63 -5.56 5.33
```

**Charge**: +1
**Relative energy (zero: lowest compared OMol25 entry of this formula, charge and spin)**: 1.81 kcal/mol
**Strongest force on any atom**: 0.0367 hartree/bohr
**HOMO energy**: -9.2 eV
**Gap between HOMO and LUMO**: 6.956 eV



Molecular formula: C30H42N4OP2Ti
Method: DFT, ωB97M-V/def2-TZVPD

XYZ file:
```
80
C30H42N4OP2Ti (ωB97M-V/def2-TZVPD)
Ti -0.59 1.29 -1.86
C -1.92 1.71 -6.78
C -1.87 0.39 -6.57
C -0.77 -0.56 -6.92
C 0.64 0.05 -7.04
C 1.06 0.81 -5.82
C 0.64 2.02 -5.39
C 0.14 3.09 -6.28
C -0.86 2.60 -7.35
C 0.97 2.29 -0.74
H -2.89 2.21 -6.65
H -2.81 -0.12 -6.32
H -1.04 -1.07 -7.86
H -0.75 -1.37 -6.18
H 1.34 -0.80 -7.17
H 0.75 0.62 -7.97
H 1.92 0.37 -5.31
H 0.88 2.38 -4.40
H 0.98 3.62 -6.78
H -0.35 3.86 -5.67
H -1.34 3.49 -7.77
H -0.31 2.14 -8.18
H 0.31 3.05 -0.26
H 1.87 2.80 -1.12
H 1.26 1.60 0.07
P 1.26 -0.36 -2.54
P -1.44 -1.55 -1.72
N 2.77 0.52 -3.28
N 2.30 -1.52 -1.68
N -2.36 -0.01 -2.43
N -2.95 -2.36 -1.57
C 0.47 -1.49 -3.77
C -0.80 -2.24 -3.27
C 2.82 1.91 -3.33
C 4.02 2.34 -3.87
C 4.76 1.16 -4.19
C 3.99 0.06 -3.81
C 3.22 -1.13 -0.70
C 3.99 -2.22 -0.34
C 3.55 -3.34 -1.13
C 2.53 -2.87 -1.96
C -2.76 1.16 -1.70
C -3.02 2.19 -2.62
C -3.05 1.58 -3.89
C -2.64 0.26 -3.75
C -4.09 -2.31 -2.38
C -5.12 -2.96 -1.71
C -4.60 -3.42 -0.46
C -3.27 -3.05 -0.39
H 1.20 -2.24 -4.10
H 0.22 -0.88 -4.64
H -1.59 -2.33 -4.02
H -0.49 -3.26 -2.98
H 2.01 2.52 -2.95
H 4.30 3.37 -3.99
H 5.74 1.14 -4.63
H 4.25 -0.99 -3.80
H 3.23 -0.10 -0.35
H 4.78 -2.23 0.40
H 3.94 -4.34 -1.10
H 1.95 -3.40 -2.70
H -3.18 1.09 -0.71
H -3.35 3.17 -2.31
H -3.41 2.04 -4.80
H -2.62 -0.55 -4.45
H -4.07 -1.85 -3.36
H -6.12 -3.08 -2.08
H -5.13 -3.97 0.30
H -2.49 -3.23 0.34
C -0.71 0.39 2.30
C -1.38 0.01 1.00
C -2.87 0.15 1.17
O -0.89 0.78 -0.11
H -0.81 1.46 2.48
H 0.34 0.12 2.34
H -1.22 -0.14 3.11
H -1.16 -1.05 0.80
H -3.13 1.22 1.25
H -3.45 -0.32 0.38
H -3.20 -0.32 2.10
```

**Relative energy (zero: lowest compared OMol25 entry of this formula, charge and spin)**: 52.22 kcal/mol
**Strongest force on any atom**: 0.0618 hartree/bohr
**Spin multiplicity**: 3
**HOMO energy (spin up / spin down)**: -5.9 / -7.6 eV
**Gap between HOMO and LUMO (spin up / spin down)**: 6.162 / 7.465 eV



Molecular formula: C30H42N5P2Ti
Method: DFT, ωB97M-V/def2-TZVPD

XYZ file:
```
80
C30H42N5P2Ti (ωB97M-V/def2-TZVPD)
Ti 0.22 0.00 0.46
C -0.26 -3.93 -0.85
C -1.26 -2.80 -1.11
C -0.77 -1.88 -2.24
P -1.59 -1.75 0.37
C -2.40 -2.69 1.75
C -1.41 -2.99 2.88
C -3.10 -3.97 1.27
C -2.84 -0.57 -0.23
C -4.07 -1.01 -0.68
C -5.03 -0.11 -1.10
C -4.75 1.25 -1.04
C -3.52 1.70 -0.60
C -2.53 0.80 -0.22
N -1.20 1.15 0.18
C -0.86 2.54 0.44
C -1.17 3.57 -0.44
C -1.01 4.88 -0.04
C -0.54 5.18 1.24
C -0.13 4.15 2.08
C -0.25 2.83 1.67
P 0.56 1.42 2.49
C -0.15 1.20 4.16
C -1.67 1.05 4.00
C 0.48 0.03 4.92
C 2.37 1.84 2.51
C 3.22 0.66 3.00
C 2.71 3.10 3.31
H -0.28 -4.63 -1.69
H 0.76 -3.55 -0.78
H -0.48 -4.50 0.05
H -2.22 -3.22 -1.39
H 0.17 -1.38 -1.96
H -0.54 -2.47 -3.12
H -1.50 -1.13 -2.52
H -3.15 -1.98 2.09
H -0.71 -3.78 2.59
H -0.84 -2.10 3.17
H -1.95 -3.34 3.76
H -2.39 -4.76 1.03
H -3.73 -4.33 2.08
H -3.75 -3.81 0.41
H -4.31 -2.07 -0.68
H -5.99 -0.45 -1.46
H -5.50 1.97 -1.33
H -3.36 2.77 -0.53
H -1.56 3.35 -1.42
H -1.27 5.68 -0.72
H -0.48 6.21 1.58
H 0.26 4.39 3.06
H 0.07 2.13 4.70
H -1.93 0.25 3.31
H -2.11 0.80 4.97
H -2.14 1.97 3.65
H 0.42 -0.90 4.34
H 1.52 0.20 5.17
H -0.06 -0.13 5.85
H 2.58 2.03 1.46
H 3.27 0.63 4.08
H 2.87 -0.31 2.65
H 4.25 0.80 2.65
H 2.37 3.03 4.35
H 3.80 3.20 3.35
H 2.33 4.01 2.86
N 3.90 -1.84 -0.08
C 3.54 -2.82 0.82
C 2.27 -2.53 1.19
N 1.85 -1.39 0.53
C 2.88 -1.00 -0.23
C 2.72 0.20 -1.03
N 1.54 0.83 -0.98
C 1.63 1.92 -1.82
C 2.87 1.94 -2.37
N 3.54 0.84 -1.86
H 4.81 -1.79 -0.53
H 4.20 -3.62 1.10
H 1.63 -3.06 1.87
H 0.82 2.60 -1.98
H 3.33 2.62 -3.07
H 4.49 0.58 -2.10
```

**Charge**: +3
**Strongest force on any atom**: 0.0162 hartree/bohr
**HOMO energy**: -16.6 eV
**Gap between HOMO and LUMO**: 6.667 eV